Record 1
Below is 14 unconnected molecules or ions with the total composition C5H37N2O14 at a distorted geometry, with properties calculated with wB97M-V/def2-TZVPD.

Structure (XYZ):
```
58
Properties=species:S:1:pos:R:3:forces:R:3
C 2.190 -0.930 -0.030 -0.78 1.20 0.74
O 2.660 -0.366 1.208 0.25 0.21 -0.45
C 0.631 -1.004 -0.015 1.03 1.98 -0.96
C 0.033 0.160 -0.875 2.02 1.31 2.35
C -1.451 0.062 -0.832 -0.29 0.52 -0.20
C -2.236 1.150 -0.730 -0.91 0.30 0.10
N -3.686 0.895 -0.630 0.03 1.63 -0.03
N -1.984 -1.232 -0.842 -2.19 1.44 1.17
H 2.717 -1.922 -0.184 -0.64 1.17 0.14
H 2.406 -0.193 -0.829 0.47 -0.83 0.04
H 0.193 -0.897 0.990 0.36 -0.72 -0.53
H 0.336 -1.785 -0.638 -0.51 -2.31 0.05
H 0.512 0.194 -1.851 -0.30 -0.37 -0.31
H 0.467 1.090 -0.332 -1.32 -0.87 -1.01
H -1.877 2.224 -0.650 -0.24 -1.73 -0.09
H -4.119 0.702 -1.548 0.47 0.21 0.48
H -4.129 1.767 -0.265 0.35 -1.18 -0.48
H -3.018 -1.320 -0.888 1.43 0.37 -0.04
H -1.491 -1.991 -1.206 0.75 -0.74 -0.88
H -2.336 -3.373 -3.180 -0.70 -0.18 -0.21
H -1.072 -3.704 -2.369 0.02 0.44 -0.48
O -1.448 -3.073 -3.039 0.64 -0.35 0.30
H 2.288 -1.678 2.187 -1.01 0.62 1.57
H 1.642 -1.259 3.628 0.30 0.48 -0.04
O 1.655 -1.922 2.932 0.51 -1.16 -0.44
H -2.072 0.616 -3.486 0.49 0.14 0.38
H -1.985 -0.881 -3.886 0.69 -0.47 0.29
O -2.552 -0.121 -3.852 -1.23 0.24 -0.59
H 2.134 0.434 1.569 0.79 -0.64 -0.66
H 0.542 4.000 1.632 0.14 0.60 -1.58
O 1.073 4.038 0.785 0.20 -0.80 0.77
H 2.365 2.371 2.963 0.48 0.04 -0.04
H 1.330 3.092 0.840 0.32 0.44 -0.10
O 1.756 1.892 2.403 -0.03 -0.29 -0.03
H -1.536 5.271 0.336 -0.05 -0.48 0.17
H -0.232 4.965 -0.437 0.37 -0.76 0.33
O -0.799 5.660 -0.128 -0.69 1.59 -0.41
H -1.423 -4.033 1.492 0.89 -0.39 1.25
H -2.210 -4.200 0.350 -0.76 -0.35 -0.95
O -1.625 -4.745 0.871 -0.45 0.49 0.21
H 2.730 0.220 -3.738 -0.33 -0.31 0.12
H 3.544 -1.004 -3.442 -0.40 -0.13 0.08
O 2.619 -0.717 -3.504 0.71 0.46 -0.21
H 3.244 4.022 -1.448 0.06 0.06 -0.23
H 1.805 4.180 -1.104 0.24 0.17 -0.56
O 2.403 4.199 -1.887 -0.28 -0.21 0.89
H 0.003 -2.143 2.755 0.09 -1.18 -0.34
H -1.265 -2.202 1.907 -0.49 0.51 -0.27
O -0.731 -2.762 2.466 -0.03 0.64 0.43
H 1.378 0.768 3.576 0.01 0.35 0.20
H 0.145 0.830 4.429 -0.11 -0.10 0.17
O 0.995 0.378 4.408 -0.01 -0.15 -0.04
H -0.157 -4.044 -0.230 -0.07 -1.11 -1.42
H 0.797 -4.395 -1.427 0.60 0.11 -0.18
O -0.114 -4.436 -1.157 -0.05 0.70 1.22
H -0.987 1.937 2.032 -0.16 -0.75 -0.32
H 0.494 2.488 2.578 -1.49 -0.84 -0.88
O -0.552 2.726 2.320 0.82 0.96 1.50
```
Positions in Å, forces in eV/Å.

## Properties
* LUMO energy: 0.0843 hartree
* max |F|: 0.0654 hartree/bohr
* total charge: -1
* ΔE to the lowest compared entry with this formula, charge and spin: 83.6 kcal/mol
* HOMO energy: -5.3 eV

---

Record 2
Below is a molecular structure, C14H25N7O13S2 at a distorted geometry, with properties calculated with wB97M-V/def2-TZVPD.

Structure (XYZ):
```
61
Properties=species:S:1:pos:R:3:forces:R:3
O 6.794 0.302 3.039 -0.05 1.26 -2.68
S 6.066 0.577 1.768 -0.94 -3.18 5.07
O 4.778 -0.131 1.839 1.45 1.58 -1.61
O 6.941 -0.075 0.531 -0.76 1.31 0.67
C 5.946 2.393 1.650 0.82 1.10 -2.56
C 5.052 2.937 0.460 -0.09 1.74 0.18
C 3.612 3.448 0.935 -0.12 -2.40 0.27
C 2.725 2.143 1.096 -0.98 -1.04 -1.08
C 2.245 1.721 2.469 -1.61 -3.30 -2.63
C 1.466 0.461 2.538 1.55 1.88 -1.34
C 1.203 -0.328 1.287 0.05 -0.58 -2.16
N 0.541 -1.541 1.121 0.76 1.30 -0.82
S 0.527 -1.957 -0.496 1.18 2.00 1.74
N 1.361 -0.689 -1.195 -0.30 0.30 3.82
C 1.666 0.109 -0.094 0.86 1.59 0.90
C 2.447 1.383 -0.125 -0.41 0.18 2.17
H 6.768 -1.037 0.607 -0.09 0.46 -0.01
H 7.009 2.763 1.440 -1.42 -0.86 0.55
H 5.605 2.893 2.592 0.39 -1.38 -0.42
H 5.573 3.872 0.088 -0.30 -1.06 0.34
H 4.984 2.256 -0.422 -0.01 0.37 0.89
H 3.153 4.151 0.193 0.51 -0.60 0.76
H 3.669 3.891 1.965 0.11 0.04 -1.11
H 2.479 2.309 3.383 -0.27 -0.55 -0.92
H 1.105 0.062 3.511 0.29 0.37 -0.92
H 2.828 1.753 -1.109 -0.38 -0.31 1.03
C -3.820 -2.925 -2.608 -0.01 0.06 -0.13
N -2.551 -2.411 -2.028 -0.06 -0.07 -0.08
O -2.403 -1.205 -1.985 0.10 -0.11 0.07
O -1.750 -3.237 -1.638 -0.40 0.05 -0.22
H -4.431 -2.083 -2.910 0.19 0.00 0.10
H -3.561 -3.543 -3.465 0.03 -0.08 0.15
H -4.320 -3.508 -1.839 0.10 -0.04 -0.09
C -2.000 2.099 0.924 -0.05 -0.43 -0.11
N -1.524 3.248 1.726 0.06 0.02 0.10
O -1.181 3.022 2.867 0.01 0.21 -0.01
O -1.508 4.334 1.180 0.03 -0.10 0.12
H -1.954 1.206 1.541 0.05 0.10 -0.02
H -3.024 2.306 0.619 0.11 0.08 -0.08
H -1.342 2.009 0.063 -0.10 0.05 -0.01
C 10.190 1.946 2.774 0.16 -0.28 0.08
N 9.643 3.291 3.088 0.23 -0.10 0.12
O 10.255 3.977 3.877 -0.22 0.04 -0.12
O 8.610 3.606 2.526 0.19 0.19 0.10
H 11.104 1.800 3.342 -0.08 0.13 -0.01
H 9.436 1.211 3.057 -0.07 0.08 -0.15
H 10.389 1.914 1.705 -0.14 -0.02 0.04
C -7.792 -0.986 -3.395 0.09 0.30 0.09
N -7.468 -2.423 -3.199 -0.04 0.04 0.06
O -6.577 -2.697 -2.416 -0.43 -0.08 -0.14
O -8.118 -3.225 -3.837 0.12 0.02 0.13
H -7.137 -0.391 -2.766 -0.02 -0.13 -0.02
H -7.634 -0.754 -4.446 -0.14 -0.07 0.03
H -8.833 -0.843 -3.113 0.03 -0.06 -0.14
C -10.420 -5.502 -2.498 0.18 0.12 0.20
N -11.823 -5.792 -2.896 -0.07 0.00 0.09
O -12.691 -5.609 -2.066 0.02 -0.04 -0.16
O -11.999 -6.192 -4.029 -0.02 0.05 0.13
H -10.415 -5.155 -1.468 -0.11 -0.05 -0.08
H -9.854 -6.424 -2.597 -0.02 0.09 -0.14
H -10.041 -4.732 -3.166 0.04 -0.17 -0.06
```
Positions in Å, forces in eV/Å.

## Properties
* LUMO energy: -0.0243 hartree
* max |F|: 0.1178 hartree/bohr
* HOMO energy: -8.3 eV

---

Record 3
Below is 13 unconnected molecules or ions with the total composition C4H36N3O12 at a distorted geometry, with properties calculated with wB97M-V/def2-TZVPD.

Structure (XYZ):
```
55
Properties=species:S:1:pos:R:3:forces:R:3
C 2.791 -2.628 -2.181 2.05 0.25 -0.92
C 1.931 -2.473 -0.984 -3.10 1.07 -0.36
C 0.685 -1.642 -1.495 -1.90 0.74 -0.44
N 1.021 -0.195 -1.265 -1.76 0.06 -1.70
C 0.624 0.915 -1.908 1.19 -0.77 -2.11
N -0.219 0.746 -3.014 2.27 -1.19 3.52
N 1.323 2.068 -1.685 -2.31 -0.59 -1.01
H 2.936 -1.581 -2.595 0.64 -1.30 0.42
H 2.506 -3.239 -3.048 -1.15 0.18 0.52
H 3.698 -3.193 -1.917 0.39 0.97 0.02
H 1.541 -3.364 -0.540 -0.08 -0.96 0.00
H 2.342 -1.915 -0.131 0.44 -0.11 -0.51
H 0.433 -1.789 -2.598 0.85 0.08 1.28
H -0.351 -1.795 -1.035 1.62 -0.16 -0.07
H 1.684 -0.091 -0.569 1.78 0.61 1.60
H -0.841 -0.023 -2.841 -0.67 -0.33 -0.43
H -0.611 1.537 -3.411 -0.97 1.76 -0.71
H 0.962 2.958 -2.027 0.25 -0.58 0.14
H 2.139 2.056 -1.120 0.52 -0.01 0.78
H -1.043 0.099 1.520 -0.67 1.04 -0.94
H 0.055 0.800 0.839 -1.28 0.67 -0.37
O -0.924 0.926 0.960 2.21 -1.18 1.21
H 0.864 -3.165 3.561 0.31 -0.27 0.05
H -0.170 -2.130 3.685 -2.54 1.18 1.88
O 0.500 -2.393 3.126 2.45 -0.85 -1.96
H -3.768 0.772 3.693 -6.07 1.48 -0.04
H -2.416 1.377 3.772 0.49 1.27 0.04
O -2.918 0.580 3.718 5.51 -2.98 -0.07
H -1.168 -2.549 1.014 -0.49 2.88 0.44
H -2.324 -1.715 1.502 -2.26 0.00 0.96
O -1.485 -1.569 1.138 2.47 -3.33 -1.17
H -1.873 3.318 -1.188 -0.38 0.67 0.59
H -3.153 3.096 -2.145 2.83 -0.81 1.20
O -2.232 2.729 -1.839 -2.34 0.04 -2.52
H 2.205 1.447 1.631 0.75 0.19 -0.12
H 3.700 1.761 1.205 -0.61 0.19 -0.06
O 2.772 1.806 0.931 -0.79 0.95 0.02
H -4.416 -0.050 -1.368 1.07 0.01 -1.10
H -3.101 0.763 -1.726 -1.71 -2.26 -0.96
O -3.693 -0.040 -2.055 0.67 2.46 2.19
H 4.516 -0.931 0.519 6.33 -7.83 -0.18
H 4.078 0.151 1.477 -0.32 -2.10 -2.35
O 3.998 -0.271 0.543 -5.37 8.49 1.86
H 2.187 -1.048 2.756 2.00 1.10 0.51
H 2.541 0.285 3.526 1.52 -2.17 -1.20
O 3.007 -0.456 2.964 -3.84 1.10 1.49
H -2.184 -2.257 -4.346 0.09 0.06 -0.14
H -2.785 -2.669 -3.042 -0.71 -0.24 0.54
O -2.050 -2.189 -3.396 0.85 0.28 -0.46
H -1.093 2.756 2.572 0.70 -0.47 -0.69
H -2.272 3.540 2.888 -1.09 1.16 -0.45
O -1.637 2.997 3.309 0.66 -0.50 1.31
H -2.134 2.217 0.611 0.94 -1.79 0.38
H -3.416 2.751 1.370 1.24 -0.12 -1.27
O -2.761 2.909 0.637 -2.67 1.94 1.35
```
Positions in Å, forces in eV/Å.

## Properties
* LUMO energy: -0.0945 hartree
* max |F|: 0.1987 hartree/bohr
* total charge: +1
* ΔE to the lowest compared entry with this formula, charge and spin: 93.6 kcal/mol
* HOMO energy: -13.1 eV

---

Record 4
Below is C11H15NO3 in the gas phase at a distorted geometry, with properties calculated with wB97M-V/def2-TZVPD.

Structure (XYZ):
```
30
Properties=species:S:1:pos:R:3:forces:R:3
C -5.599 -0.279 -0.363 -0.01 0.81 -7.89
H -5.797 -0.678 0.518 -1.25 -1.42 3.96
H -6.173 0.609 -0.750 -0.05 -1.20 0.93
H -5.649 -1.102 -1.217 -0.69 1.18 1.65
C -4.209 0.105 -0.513 -0.67 1.82 9.06
C -3.291 -0.902 0.128 1.07 1.33 0.06
C -1.915 -0.387 0.221 4.54 5.94 -4.01
O -1.555 0.859 0.361 -1.96 -4.63 1.41
N -0.969 -1.080 -0.572 -0.19 -0.29 1.52
H -1.111 -2.077 -0.816 0.80 0.84 0.40
O 0.363 -0.566 -0.615 -3.64 -2.11 -4.99
C 1.054 -0.681 0.492 4.62 -5.22 4.19
C 2.559 -0.452 0.166 -7.53 8.47 -0.22
C 3.676 -0.986 0.478 2.28 -5.94 0.05
C 4.905 -0.601 0.012 -1.69 -2.14 3.31
C 4.992 0.675 -0.210 11.03 0.12 -3.52
C 3.984 1.348 -0.454 -9.90 10.63 -0.99
C 2.653 0.973 -0.117 2.76 -0.89 -2.63
H 1.920 1.753 -0.391 -0.23 -1.16 0.61
H 4.031 2.566 -0.761 0.29 -3.47 0.70
H 5.999 1.082 -0.663 -1.59 -0.61 1.51
H 5.664 -1.120 0.429 2.85 -1.94 0.32
H 3.538 -1.970 0.863 0.51 -1.03 0.54
H 1.129 -1.747 1.173 -1.13 2.17 -2.08
H 0.665 0.056 1.075 -0.34 1.95 2.78
H -3.246 -1.665 -0.578 0.01 -2.02 -0.97
H -3.466 -1.284 1.102 -1.42 -0.25 0.84
O -4.204 1.509 0.517 -7.11 -3.21 -4.13
H -3.395 1.565 0.818 6.97 0.50 2.26
H -3.893 0.604 -1.289 1.69 1.77 -4.68
```
Positions in Å, forces in eV/Å.

## Properties
* LUMO energy: 0.0167 hartree
* max |F|: 0.2832 hartree/bohr
* structure (SMILES): C[C@@H](O)CC(=O)NOCc1ccccc1
* ΔE to the lowest compared entry with this formula, charge and spin: 220.4 kcal/mol
* HOMO energy: -9.2 eV

---

Record 5
Below is 2 unconnected molecules or ions with the total composition C3H12NO2 at a distorted geometry, with properties calculated with wB97M-V/def2-TZVPD.

Structure (XYZ):
```
18
Properties=species:S:1:pos:R:3:forces:R:3
O 0.447 -2.380 -0.715 -2.26 -2.04 1.40
C -0.512 -2.343 0.417 1.62 2.69 -0.03
C -0.294 -1.014 1.163 0.53 -0.84 -1.50
N 0.040 0.000 0.134 -0.43 2.20 -0.48
C 0.569 1.390 0.659 1.16 -0.57 -0.08
H 0.257 -3.319 -1.035 0.94 0.42 -0.51
H -0.307 -3.098 1.166 -0.44 -1.43 -0.47
H -1.496 -2.294 -0.071 -0.45 -0.91 -0.35
H -1.226 -0.699 1.629 0.27 -0.08 0.51
H 0.535 -1.268 1.816 0.07 0.97 0.53
H 0.724 -0.218 -0.593 0.47 -0.55 0.47
H -0.803 0.085 -0.460 0.07 0.77 0.44
H 1.656 1.169 0.908 -1.52 0.47 0.09
H 0.549 2.124 -0.151 0.00 -0.59 -0.20
H -0.037 1.787 1.473 0.11 -0.56 0.15
H -0.272 3.530 -1.428 -0.14 0.35 0.68
H -0.076 3.496 -2.841 0.06 0.24 -1.49
O 0.245 3.050 -2.072 -0.07 -0.54 0.85
```
Positions in Å, forces in eV/Å.

## Properties
* LUMO energy (alpha / beta): -0.3057 / -0.5663 hartree
* spin multiplicity: 2
* max |F|: 0.0652 hartree/bohr
* total charge: +2
* ΔE to the lowest compared entry with this formula, charge and spin: 63.9 kcal/mol
* HOMO energy (alpha / beta): -18.0 / -18.0 eV
* <S²>: 0.754

---

Record 6
Below is C9H10FN in the gas phase at a distorted geometry, with properties calculated with wB97M-V/def2-TZVPD.

Structure (XYZ):
```
21
Properties=species:S:1:pos:R:3:forces:R:3
C 3.067 -0.139 -0.120 2.42 0.75 1.96
C 2.558 -1.396 -0.176 -1.46 -0.74 -1.27
C 1.974 0.842 0.024 1.16 -2.60 -1.24
C 0.813 0.102 -0.136 -6.02 0.65 0.28
C 2.170 2.135 0.237 0.25 1.11 1.11
C -2.013 -1.644 0.067 3.53 1.90 -0.51
C -0.819 0.628 -0.021 4.95 -2.26 -1.00
C -1.945 -0.267 -0.118 1.92 0.05 2.35
C -3.200 0.490 -0.021 -0.42 0.55 -2.23
N 1.148 -1.231 -0.295 -1.53 -0.96 0.47
F -1.006 1.994 -0.092 0.32 -1.91 0.16
H 4.138 0.205 0.219 -2.13 -1.09 -1.23
H 2.918 -2.455 -0.349 -0.04 1.78 0.53
H 1.387 2.677 0.669 -1.07 1.19 0.00
H 3.152 2.416 0.500 1.00 0.66 -0.12
H -2.975 -1.962 -0.027 -2.30 -1.62 0.07
H -1.153 -2.351 0.184 -1.32 0.76 -0.12
H -3.405 1.031 0.883 0.41 0.57 0.24
H -4.000 -0.169 -0.167 -1.39 -1.13 -0.03
H -3.194 1.072 -0.956 -0.47 0.76 0.72
H 0.387 -1.979 -0.309 2.19 1.58 -0.15
```
Positions in Å, forces in eV/Å.

## Properties
* LUMO energy (alpha / beta): 0.0022 / -0.0181 hartree
* max |F|: 0.1179 hartree/bohr
* structure (SMILES): C=C(C)/C(F)=c1\[nH]ccc1=C
* ΔE to the lowest compared entry with this formula, charge and spin: 107.7 kcal/mol
* HOMO energy (alpha / beta): -7.6 / -6.9 eV